(1)
C22H26N4O5S | ωB97M-V/def2-TZVPD

Last column: Mulliken charge in e.
Atoms and positions in Å:
H 6.284 1.377 -0.187  0.3852
H 0.033 -2.662 3.652  0.2913
C 0.077 -0.863 -1.642  -0.3175
C 0.564 -1.326 -0.429  -0.2063
O -3.472 -1.523 -1.377  -0.4735
C 2.999 -1.032 -0.839  0.2177
C 2.047 2.347 0.469  -0.8497
H 4.045 1.835 -0.987  0.2922
N 1.924 -1.375 -0.092  0.0995
H 0.764 -0.459 -2.366  0.5336
H 1.247 1.108 2.629  0.5270
H -5.377 0.622 -1.171  0.2837
C 5.468 -0.572 -0.653  -0.6696
N -0.743 0.853 2.301  -0.4794
C -0.252 2.049 -0.248  0.3886
C -1.273 -0.929 -1.924  -0.8145
H 5.536 0.542 1.198  0.3335
C -5.275 1.234 -0.275  -1.4132
C -1.731 1.060 1.409  0.3207
H 2.198 3.274 1.038  0.2014
H -2.369 -2.283 0.978  0.5183
C -0.336 -1.822 0.530  0.7600
O 0.060 2.584 -1.295  -0.7476
N 4.221 1.483 -0.059  -0.1488
N 0.723 1.829 0.752  0.2358
H -1.947 2.555 -2.327  0.3699
C -0.628 -2.476 2.807  -0.8562
C -1.568 1.624 0.151  0.3739
H 6.425 -1.065 -0.484  0.4267
C 0.428 1.252 1.941  -0.2480
H -5.905 0.824 0.510  0.3997
C -4.381 -2.200 -0.542  -0.8574
H 4.500 -2.498 -0.570  0.4307
H -3.380 1.544 -2.601  0.3229
H 2.050 2.587 -0.598  0.4149
H -1.256 -3.358 2.641  0.3148
H -5.622 2.239 -0.515  0.3817
C -2.162 -1.463 -0.996  -0.1268
C -3.851 1.270 0.155  1.1543
C 4.319 -1.479 -0.218  -0.6049
H -5.330 -2.198 -1.077  0.2498
C -2.927 2.286 -1.946  -1.9999
C -1.689 -1.894 0.240  -0.0333
S -3.382 0.669 1.727  -0.2350
H -1.654 -0.578 -2.868  0.4652
C 5.451 0.743 0.127  -0.8431
H 2.082 -1.774 0.824  0.3474
O 2.946 -0.457 -1.908  -0.6906
H -3.566 3.169 -1.944  0.4512
H -4.070 -3.235 -0.368  0.3985
H -4.508 -1.691 0.419  0.2503
H 5.362 -0.369 -1.721  0.2979
H -1.251 -1.604 3.021  0.3270
C -2.795 1.735 -0.567  0.1396
C 3.213 1.423 0.828  0.5492
O 3.272 0.795 1.867  -0.6650
O 0.223 -2.232 1.711  -0.5525
H 4.240 -1.497 0.870  0.3788

Forces on atoms 1 to 6 (eV/Å):
H -0.0331 -0.0456 0.0947
H -0.0933 -0.0052 -0.0072
C 0.0211 -0.0619 -0.0010
C -0.2529 -0.0514 0.0675
O 0.1652 0.1360 -0.1153
C 0.2303 -0.3325 0.3907

Properties
Energy relative to the best compared isomer or geometry (same formula, charge and spin), kJ/mol: 65.7
HOMO energy, eV: -7.6429
SMILES: COc1ccc(NC(=O)CCCNC(=O)Cn2cnc3sc(C)c(C)c3c2=O)c(OC)c1
Orbital gap, eV: 8.282
Energy, a.u.: -1847.4289



(2)
C22H26N4V | ωB97M-V/def2-TZVPD

Last column: Mulliken charge in e.
Atoms and positions in Å:
H -1.843 -1.851 -0.027  0.4354
C -2.193 3.484 0.513  -1.3831
N 1.718 0.669 0.260  -0.3586
H -0.790 -2.292 1.879  0.1805
H 5.195 0.391 4.636  0.3385
C 4.437 1.076 2.787  -0.6679
H -4.299 0.492 -1.436  0.3357
C 3.364 -0.592 4.230  -0.6546
N 0.318 -0.576 2.078  0.2029
C 4.379 0.307 3.932  -0.5676
H -3.590 4.896 1.085  0.3713
H -2.380 -1.859 3.696  0.3869
H -0.101 0.926 -2.041  0.2429
H 1.948 3.072 -1.357  0.2836
C 1.562 -0.307 2.430  1.3619
H -3.715 -1.953 1.477  0.4220
N -1.846 0.164 -0.407  -0.2327
C -2.579 -1.049 -0.119  -1.2718
C -1.643 2.499 -0.414  1.1188
C -3.414 -0.945 1.176  -0.4898
C -0.535 -1.585 2.676  -0.6466
N -0.402 2.644 -0.763  -0.6894
C -4.643 2.565 -1.138  -0.4113
C -3.415 4.056 0.420  -0.2019
H 3.903 1.809 0.923  0.2758
H -4.336 -0.408 0.945  0.4064
H -0.118 2.519 -2.790  0.4979
H -1.548 -0.376 4.119  0.3778
H -0.030 -2.168 3.445  0.4108
H -2.275 0.701 2.016  -0.1597
C 2.401 0.985 -0.982  -0.7318
H -3.564 0.143 3.004  0.4036
C 2.181 -0.867 3.577  -0.8195
H 2.177 2.077 -2.791  0.4403
C 3.573 1.139 1.706  -0.6704
V -0.244 0.790 0.651  0.0330
H -1.472 3.897 1.211  0.4031
C -3.822 1.411 -1.116  -0.4857
H 2.365 0.066 -1.580  0.2497
H -5.572 2.450 -1.688  0.3443
H -5.288 4.465 -0.532  0.3181
C -2.759 -0.224 2.363  -0.0680
C -4.488 3.739 -0.465  -0.5292
H 1.585 -1.619 4.072  0.1394
C -1.820 -1.017 3.275  -0.8792
C 2.328 0.535 1.436  0.8817
C 1.735 2.093 -1.792  -0.8533
H 5.304 1.723 2.697  0.2999
H -3.240 -1.340 -0.944  0.4204
H 3.458 1.209 -0.834  0.3730
C -2.513 1.302 -0.697  0.8524
C 0.217 1.967 -1.906  -0.3380
H 3.508 -1.169 5.139  0.3021

Forces on atoms 1 to 6 (eV/Å):
H 0.0035 0.0159 -0.0093
C 0.0271 -0.0561 -0.0646
N -0.1522 0.0492 0.2594
H -0.0087 -0.0071 0.0156
H 0.0017 -0.0016 0.0021
C 0.0069 0.0204 -0.0267

Properties
HOMO energy (alpha / beta), eV: -6.5301 / -6.9259
Orbital gap (alpha / beta), eV: 6.912 / 7.046
Multiplicity: 4
Energy, a.u.: -2016.8574



(3)
C22H27AsFeN5Se | ωB97M-V/def2-TZVPD

Last column: Mulliken charge in e.
Atoms and positions in Å:
C 0.151 2.316 1.359  -0.7241
C 2.322 2.948 2.108  -0.5143
N 0.755 0.926 -1.947  0.8062
H 3.058 -0.919 4.630  0.3673
H 1.717 -2.539 1.087  0.5222
H -0.911 2.486 1.272  0.3853
H -2.831 -0.325 1.223  0.4881
C 2.238 -0.228 4.823  -1.2182
C 2.433 1.755 -3.968  -0.3842
H 2.012 -0.235 5.889  0.4190
As 0.666 -0.772 3.789  0.3274
H 3.192 -0.266 -3.914  0.5331
C 0.712 2.192 -2.381  -0.2965
H 3.218 -0.122 -0.474  0.4210
H 3.088 2.078 -4.767  0.4567
N 0.640 1.193 0.799  1.4899
H 2.983 3.640 2.612  0.4874
H -0.005 2.848 -1.905  0.5141
H -1.658 0.082 4.348  0.3279
C -2.167 -3.562 1.856  -0.4886
H -3.865 -2.289 2.265  0.4866
C -0.653 0.443 4.572  -1.1009
H 0.733 -1.848 -2.270  0.5301
H -0.541 1.445 4.160  0.2891
H 2.883 -0.965 1.025  0.7590
C 2.433 -0.343 0.251  -1.6679
C 2.494 0.448 -3.500  -0.9885
N 1.320 -1.087 -0.409  0.7622
N -1.057 -1.283 0.725  0.5776
C -2.872 -2.365 1.846  -0.8961
C 1.036 -2.390 0.249  -1.5309
N -2.004 0.762 -3.810  -0.4116
C -0.365 -2.433 0.774  0.8259
C 1.537 2.639 -3.394  -0.9884
C 1.635 0.069 -2.493  0.4575
C -2.297 -1.261 1.262  -0.1755
H 0.898 -3.185 4.565  0.3697
C 0.234 -2.366 4.839  -1.1869
H 1.208 -3.207 -0.454  0.5491
C 2.820 1.789 1.538  -0.9580
H 2.483 -1.877 -2.038  0.5466
H 0.343 -2.161 5.903  0.4165
C 1.953 0.930 0.890  0.8866
C 1.580 -1.288 -1.864  -1.0168
C -0.895 -3.590 1.313  -0.8699
H 0.527 4.096 2.461  0.5390
C -2.123 0.958 -2.679  0.2403
Se -2.310 1.280 -0.870  0.0105
H 1.464 3.665 -3.725  0.4650
H -0.534 0.493 5.654  0.4204
H -0.305 -4.498 1.314  0.5528
H -2.603 -4.455 2.282  0.4623
Fe -0.342 0.135 -0.465  -0.7146
H 2.554 0.776 4.539  0.3365
H 3.872 1.542 1.596  0.5664
C 0.962 3.208 2.026  -0.8011
H -0.795 -2.672 4.645  0.3377

Forces on atoms 1 to 6 (eV/Å):
C 0.0365 -0.2022 0.0947
C 0.0458 -0.0406 0.0013
N -0.3085 0.1431 0.0567
H 0.0038 0.0003 0.0065
H -0.0062 0.0099 0.0064
H -0.0145 0.0141 -0.0458

Properties
Energy relative to the best compared isomer or geometry (same formula, charge and spin), kJ/mol: 29.2
HOMO energy (alpha / beta), eV: -13.8899 / -13.8909
Orbital gap (alpha / beta), eV: 6.103 / 6.358
Multiplicity: 2
Energy, a.u.: -7028.6900
Total charge: +2



(4)
C22H27Br3FN4O2S | ωB97M-V/def2-TZVPD

Last column: Mulliken charge in e.
Atoms and positions in Å:
H 0.086 1.572 1.039  1.0171
C 4.782 -2.451 0.659  0.9100
H -3.018 2.530 0.144  0.2983
H 5.379 -0.742 -0.494  0.3605
C -0.497 2.896 -0.365  -1.4523
C -5.504 -1.520 -0.298  -0.6139
H 2.566 2.313 0.234  0.2208
C -2.354 -0.337 -0.113  0.8485
C -1.755 0.853 0.719  -0.9552
H -1.606 -2.009 -0.908  0.4422
C 0.035 -0.938 -0.399  -0.8668
H -6.072 -1.769 -1.186  0.3393
Br -1.207 0.140 2.487  0.1053
H 1.268 3.325 -1.582  0.3346
H 1.432 2.953 1.474  0.3241
H 6.919 -2.183 0.747  0.3685
F -3.989 1.265 1.321  -0.3479
C 1.303 1.082 -2.763  0.4763
N -2.882 -0.005 -3.456  -0.5532
C -3.161 -1.353 0.711  -0.9018
C 6.123 -2.678 1.297  -1.4426
H 6.126 -2.317 2.326  0.2890
N -1.343 -1.031 -0.869  -0.2746
C -2.540 2.876 2.203  -1.6414
C 2.269 -2.075 -0.558  0.5010
H -5.752 -0.620 0.248  0.2169
C 0.914 -1.903 -1.197  -0.9886
H -3.766 -0.900 1.489  0.3871
H -2.978 2.473 3.111  0.4293
H -3.037 3.824 1.995  0.4189
C 3.714 -3.299 0.934  -0.7849
O -3.271 0.300 -1.068  -0.3866
Br 0.608 5.433 -0.536  -0.0058
N 0.380 0.828 -2.022  -0.2488
H 2.564 3.998 0.698  0.5268
C 3.332 -1.229 -0.834  0.3507
H 0.165 -1.223 0.648  0.1380
Br -1.568 3.100 -1.953  0.1532
O -5.241 -2.653 0.539  -0.5024
C -2.819 1.940 1.033  0.3951
H 0.405 -2.869 -1.152  0.6544
H -0.968 3.505 0.395  0.8720
H 3.873 -4.127 1.614  0.4063
C -3.036 0.158 -2.327  0.5762
C 4.568 -1.412 -0.235  -1.1289
H 0.964 -1.637 -2.252  0.4326
H 6.346 -3.744 1.334  0.3887
C -4.171 -2.088 -0.159  -0.0270
C 0.906 3.494 -0.576  0.2710
H -1.485 3.098 2.348  0.4639
H -3.781 -2.646 -1.008  0.5456
C 2.483 -3.115 0.340  -0.6608
H 1.677 -3.803 0.572  0.3844
H 3.229 -0.426 -1.556  0.1715
H 1.469 0.631 -0.259  -0.0084
C 0.457 0.497 -0.635  0.4859
H -2.468 -2.083 1.127  0.5899
N -0.445 1.460 0.169  0.1914
C 1.920 3.144 0.513  -1.1930
S 2.453 1.500 -3.705  -0.3002

Forces on atoms 1 to 6 (eV/Å):
H 0.0527 0.0647 -0.0399
C 0.0857 0.0071 -0.0510
H 0.0492 -0.2075 -0.2696
H 0.0505 -0.0295 0.0340
C 0.1459 0.1516 -0.5802
C -0.2158 -0.3373 0.0653

Properties
HOMO energy, eV: -11.7638
SMILES: Cc1ccc(C[C@@H]2N[C@](C[C@@H]3CO3)(OC#N)[C@](Br)([C@H](C)F)[N@H+]([C@H](Br)[C@H](C)Br)[C@@H]2N=C=S)cc1
Orbital gap, eV: 8.500
Energy, a.u.: -9443.7628
Total charge: +1